<P>
The following is a quantum chemistry calculation of the molecule C3H3FN2O, from OMol25.

Its SMILES is [O-][N+]1=N[C@@H](F)C=C1. The LUMO energy is -0.335 eV. For the HOMO-LUMO gap, the calculation gives 0.3644 hartree.

Geometry as ORCA input:
```
! RIJCOSX wB97M-V def2-TZVPD def2/J DEFGRID3
* xyz 0 1
O -0.780 1.713 1.699
N -0.515 0.886 0.869
N -1.214 -0.154 0.645
C -0.532 -0.975 -0.287
F -1.047 -1.331 -1.469
C 0.709 -0.171 -0.632
C 0.766 0.892 0.125
H -0.178 -1.934 0.250
H 1.264 -0.650 -1.320
H 1.528 1.725 0.121
*
```

***

<Q>
The following is a quantum chemistry calculation of a 2-piece molecular cluster, C3H3FN2O overall, from OMol25.

The LUMO energy is 0.166 eV. For the HOMO-LUMO gap, the calculation gives 0.3623 hartree.

Geometry as ORCA input:
```
! RIJCOSX wB97M-V def2-TZVPD def2/J DEFGRID3
* xyz 0 1
C 0.503 -0.225 -0.065
C -1.714 0.186 -0.043
C -0.564 0.817 -0.091
H 2.308 -1.122 -0.509
H 2.200 0.420 1.075
H -2.721 0.456 -0.344
N 1.913 -0.108 -0.174
N -0.135 -1.371 0.132
O -1.452 -1.219 -0.007
F -0.337 2.166 0.027
*
```

***

Top of the stability list: <P>, leading by 0.0158 hartree.

***

<P>
The following is a quantum chemistry calculation of an isolated ion of composition C3H11N2S and charge +1, from OMol25.

Its SMILES is NC[C@H]([NH3+])CS. The LUMO energy is -3.286 eV. For the HOMO-LUMO gap, the calculation gives 0.3738 hartree.

Geometry as ORCA input:
```
! RIJCOSX wB97M-V def2-TZVPD def2/J DEFGRID3
* xyz 1 1
N 2.049 -0.620 -1.588
C 0.857 -1.358 -1.054
C -0.167 -0.336 -0.538
N 0.244 1.053 -0.970
C -0.206 -0.297 1.007
S -1.589 0.726 1.641
H 2.869 -1.212 -1.481
H 1.970 -0.632 -2.610
H 1.198 -1.947 -0.214
H 0.385 -2.009 -1.777
H -1.175 -0.434 -0.951
H 0.093 1.211 -1.971
H 1.288 1.034 -0.924
H -0.293 1.721 -0.406
H 0.721 0.172 1.337
H -0.359 -1.308 1.370
H -0.839 1.745 2.081
*
```

***

<Q>
The following is a quantum chemistry calculation of C3H11N2S as an isolated structure, from OMol25.

The LUMO energy is -4.020 eV. For the HOMO-LUMO gap, the calculation gives 0.3567 hartree.

Geometry as ORCA input:
```
! RIJCOSX wB97M-V def2-TZVPD def2/J DEFGRID3
* xyz 1 1
C 2.735 -0.103 -0.435
C -0.846 -0.696 -0.131
C -1.159 0.567 0.603
N -0.620 -1.785 0.469
N -0.778 1.801 0.404
S -3.026 0.054 -0.197
H 3.454 0.573 -0.856
H 2.394 -0.673 -1.403
H 1.790 0.334 -0.027
H -0.775 -0.557 -1.163
H -1.426 0.366 1.705
H -0.628 -1.604 1.423
H -0.466 -2.719 0.040
H -0.730 2.563 1.069
H -0.293 1.928 -0.537
H 3.269 -0.637 0.406
H -2.893 0.588 -1.369
*
```

***

Top of the stability list: <P>, leading by 0.0754 hartree.

***

<P>
The following is a quantum chemistry calculation of a 2-piece molecular cluster, C3H11N2S overall, from OMol25.

The LUMO energy is -3.479 eV. For the HOMO-LUMO gap, the calculation gives 0.3201 hartree.

Geometry as ORCA input:
```
! RIJCOSX wB97M-V def2-TZVPD def2/J DEFGRID3
* xyz 1 1
C -0.359 -0.815 -2.156
S 0.165 0.701 -1.287
C 1.673 1.158 -2.146
H 0.224 -0.920 -3.061
H -0.225 -1.692 -1.524
H -1.404 -0.735 -2.427
H 1.568 1.226 -3.220
H 2.492 0.495 -1.895
H 1.927 2.149 -1.763
N -1.002 0.167 3.525
C -0.885 0.154 2.223
N -0.521 -0.882 1.515
H -0.822 -0.682 4.040
H -1.344 0.999 3.980
H -1.122 1.054 1.672
H -0.263 -0.707 0.536
H -0.100 -1.671 1.990
*
```

***

<Q>
The following is a quantum chemistry calculation of a 2-piece molecular cluster, C3H11N2S overall, from OMol25.

The LUMO energy is -4.476 eV. For the HOMO-LUMO gap, the calculation gives 0.3023 hartree.

Geometry as ORCA input:
```
! RIJCOSX wB97M-V def2-TZVPD def2/J DEFGRID3
* xyz 1 1
C -1.576 0.306 -1.361
S -0.894 -0.845 0.012
C -1.943 -0.226 1.324
H -2.622 0.080 -1.473
H -1.429 1.403 -1.060
H -1.034 -0.013 -2.288
H -2.150 -1.077 2.042
H -2.958 0.141 0.979
H -1.427 0.605 1.853
N 1.781 -0.431 1.074
C 2.479 0.065 0.053
N 1.917 0.129 -1.165
H 0.727 -0.151 1.125
H 2.245 -0.856 1.805
H 3.430 0.424 0.297
H 2.154 0.975 -1.691
H 1.300 -0.529 -1.526
*
```

***

Top of the stability list: <P>, leading by 0.0569 hartree.

***

<P>
The following is a quantum chemistry calculation of the molecule C3H3N3OS, from OMol25.

Its SMILES is [H]/N=c1/ncnc(S)o1. The LUMO energy is -0.324 eV. For the HOMO-LUMO gap, the calculation gives 0.3419 hartree.

Geometry as ORCA input:
```
! RIJCOSX wB97M-V def2-TZVPD def2/J DEFGRID3
* xyz 0 1
H 1.133 1.566 -2.947
N 1.107 0.493 -2.378
C 0.619 0.175 -1.250
N 0.690 -1.243 -0.877
C -0.135 -1.631 0.166
N -0.715 -0.673 1.153
C -0.373 0.492 0.846
S -0.865 1.681 2.109
O 0.202 1.101 -0.193
H -0.161 -2.612 0.522
H -1.502 0.649 2.849
*
```

***

<Q>
The following is a quantum chemistry calculation of the molecule C3H3N3OS, from OMol25.

Its SMILES is [H]/N=C1\N=CS\C1=N/O. The LUMO energy is -0.623 eV. For the HOMO-LUMO gap, the calculation gives 0.3238 hartree.

Geometry as ORCA input:
```
! RIJCOSX wB97M-V def2-TZVPD def2/J DEFGRID3
* xyz 0 1
H 1.395 -1.366 -2.169
N 1.601 -0.891 -1.279
C 0.477 -0.519 -0.794
N -0.762 -0.810 -1.357
C -1.740 -0.335 -0.674
S -1.359 0.577 0.814
C 0.396 0.286 0.472
N 1.357 0.693 1.134
O 1.184 1.389 2.249
H -2.791 -0.572 -0.853
H 0.241 1.548 2.459
*
```

***

Top of the stability list: <Q>, leading by 0.0109 hartree.

***

<P>
The following is a quantum chemistry calculation of the molecule C6H8N2S, from OMol25.

The LUMO energy is 0.587 eV. For the HOMO-LUMO gap, the calculation gives 0.2833 hartree.

Geometry as ORCA input:
```
! RIJCOSX wB97M-V def2-TZVPD def2/J DEFGRID3
* xyz 0 1
C -1.143 -0.986 1.489
C -0.451 0.089 1.051
C -1.011 -1.354 -1.158
C 1.164 0.936 -2.089
C 0.930 0.921 -0.747
C 0.264 0.661 2.270
N -0.817 -1.271 -2.355
N -0.188 0.269 -0.226
S -1.750 -2.049 0.217
H -1.765 -1.198 2.408
H 1.945 1.502 -2.399
H 0.730 0.389 -2.874
H 1.510 1.481 -0.101
H -0.382 0.658 3.202
H 0.459 1.724 2.048
H 1.208 0.170 2.334
H -0.704 -1.943 -3.070
*
```

***

<Q>
The following is a quantum chemistry calculation of the molecule C6H8N2S, from OMol25.

Its SMILES is CN1Cc2ccsc2N1. The LUMO energy is 0.873 eV. For the HOMO-LUMO gap, the calculation gives 0.3360 hartree.

Geometry as ORCA input:
```
! RIJCOSX wB97M-V def2-TZVPD def2/J DEFGRID3
* xyz 0 1
C 2.206 -0.998 -0.669
N 1.349 -0.746 0.418
C 0.857 0.689 0.644
C -0.596 0.624 0.235
C -1.673 1.574 0.107
C -2.815 0.953 -0.198
S -2.724 -0.805 -0.328
C -1.023 -0.635 0.050
N 0.101 -1.634 0.200
H 3.171 -0.825 -0.250
H 2.175 -2.119 -0.869
H 2.036 -0.418 -1.579
H 1.348 1.357 -0.064
H 1.049 0.847 1.650
H -1.691 2.661 0.061
H -3.664 1.532 -0.551
H -0.104 -2.058 1.141
*
```

***

Top of the stability list: <Q>, leading by 0.0617 hartree.

***

<P>
The following is a quantum chemistry calculation of the molecule C4H12NO, from OMol25.

The expectation value of S² is 0.751. The LUMO energy (spin up / spin down) is 0.769 / 0.537 eV. For the HOMO-LUMO gap (spin up / spin down), the calculation gives 0.1407 / 0.4281 hartree.

Geometry as ORCA input:
```
! RIJCOSX wB97M-V def2-TZVPD def2/J DEFGRID3
* xyz 0 2
C 2.227 0.792 -0.111
C 0.748 0.500 -0.294
C 0.389 -0.983 -0.333
C -1.080 -1.452 -0.255
O -1.979 -0.385 0.091
N -0.085 1.329 0.702
H 2.363 1.868 -0.149
H 2.603 0.329 0.799
H 2.730 0.281 -0.927
H 0.379 0.960 -1.214
H 1.018 -1.568 0.337
H 0.687 -1.274 -1.349
H -1.162 -2.231 0.498
H -1.372 -1.790 -1.248
H -2.857 -0.766 0.160
H -0.974 0.841 0.875
H -0.234 2.334 0.382
H 0.333 1.367 1.653
*
```

***

<Q>
The following is a quantum chemistry calculation of a 2-piece molecular cluster, C4H12NO overall, from OMol25.

The expectation value of S² is 0.750. The LUMO energy (spin up / spin down) is 0.742 / 0.541 eV. For the HOMO-LUMO gap (spin up / spin down), the calculation gives 0.1323 / 0.4617 hartree.

Geometry as ORCA input:
```
! RIJCOSX wB97M-V def2-TZVPD def2/J DEFGRID3
* xyz 0 2
C 0.742 0.715 -0.465
N 0.864 -0.648 0.115
C 0.308 -0.579 1.490
C -0.585 0.667 1.500
C -0.608 1.142 0.055
H 1.515 1.323 0.003
H 0.847 0.665 -1.544
H 1.848 -1.047 0.093
H 0.318 -1.271 -0.454
H 1.120 -0.532 2.218
H -0.236 -1.504 1.694
H -1.576 0.419 1.891
H -0.146 1.424 2.162
H -0.784 2.215 -0.049
H -1.394 0.614 -0.507
H -0.593 -1.939 -2.968
H -0.914 -0.451 -2.903
O -0.726 -1.213 -2.332
*
```

***

Top of the stability list: <Q>, leading by 0.0170 hartree.